Entry 1:
78
Properties=species:S:1:pos:R:3:forces:R:3 method="wB97M-V/def2-TZVPD" energy_ha=-2045.36055
C -2.908464 2.851225 0.237412 5.71 -3.37 7.45
C -2.233996 2.398187 1.411453 -3.64 3.16 -7.60
C -1.287500 2.025557 2.736498 -0.31 0.09 -0.71
C 0.300027 2.107638 2.288035 -0.06 0.56 -1.39
C 0.903984 0.655367 1.759504 0.61 0.59 1.26
O 0.970801 0.578388 0.264461 1.59 1.30 1.45
S 2.623502 0.875781 -0.189200 -0.72 -0.84 -3.70
O 2.573935 0.939248 -1.734189 -0.12 0.55 4.84
O 3.024445 2.368164 0.528754 -0.05 -0.41 -1.91
C 3.834510 3.220524 -0.354560 0.38 2.75 0.31
C 4.860432 4.100117 0.630796 -0.14 -1.00 0.74
C 6.369493 3.425054 0.642425 -0.75 -0.17 -1.32
O 6.492983 2.493052 1.773671 1.40 2.41 -0.07
C 7.248573 3.067899 2.897030 0.57 -0.24 1.41
H -3.099168 3.085056 -0.917591 0.36 -0.74 3.39
H -1.524515 0.908291 3.059561 0.27 2.51 -0.62
H -1.483946 2.772863 3.645987 0.15 -1.68 -2.25
H 0.338256 2.838543 1.346840 0.02 -1.59 2.11
H 0.990831 2.615235 3.116103 -1.64 -1.43 -1.62
H 0.250472 -0.238231 2.157925 1.22 1.75 -0.98
H 2.011585 0.506835 2.174329 -2.63 0.28 -0.77
H 3.093811 4.017140 -0.824815 1.58 -1.90 0.57
H 4.458647 2.650906 -1.163944 -1.48 0.90 1.57
H 4.445120 3.981456 1.742485 0.86 0.33 -2.44
H 4.854228 5.244360 0.374315 0.08 -2.32 0.22
H 7.219529 4.232372 0.570322 -1.58 -1.54 0.55
H 6.475279 2.762557 -0.344557 -0.21 1.35 2.15
H 7.819724 4.060774 2.658683 -1.20 -1.81 0.10
H 8.077496 2.283938 3.247880 -1.92 1.60 -0.81
H 6.542659 3.287647 3.833884 1.38 -0.53 -2.10
C -6.155774 -0.836418 -2.217318 -0.27 0.01 -0.14
C -5.167077 -0.236255 -1.256518 0.20 0.80 0.73
O -5.425181 0.766752 -0.594251 -0.03 -0.55 -0.49
N -3.950852 -0.838798 -1.130366 -0.55 0.27 -0.01
C -3.461790 -2.013198 -1.813628 0.35 0.19 0.27
H -7.077920 -0.248104 -2.209450 0.31 -0.06 0.11
H -5.746824 -0.824070 -3.231661 -0.08 -0.19 0.07
H -6.396381 -1.859883 -1.916066 0.06 0.03 -0.21
H -3.339815 -0.378008 -0.465875 -0.09 -0.02 -0.15
H -3.204932 -2.760950 -1.059512 0.04 -0.21 -0.25
H -2.560586 -1.733524 -2.364334 -0.02 -0.30 -0.12
H -4.195750 -2.429320 -2.503661 0.06 0.14 0.15
C -3.502364 7.767876 -2.063783 0.15 0.17 -0.20
C -3.669676 7.273799 -0.653552 0.35 0.03 1.06
O -2.965239 7.678682 0.268986 -0.34 -0.12 -0.60
N -4.639443 6.347004 -0.411110 0.44 0.47 -0.07
C -5.560463 5.752528 -1.351092 -0.07 -0.21 0.43
H -2.692181 8.501856 -2.101281 -0.19 -0.21 0.17
H -3.244677 6.934931 -2.724148 -0.16 0.13 -0.06
H -4.422834 8.251779 -2.402458 0.08 -0.15 -0.13
H -4.691610 6.063003 0.560416 0.04 0.00 -0.26
H -6.576357 5.976969 -1.017349 -0.09 -0.14 -0.29
H -5.407804 4.670799 -1.336319 -0.23 -0.02 -0.23
H -5.419525 6.126332 -2.365197 0.05 0.01 0.21
C 3.937373 -3.309870 0.618469 0.28 0.02 -0.07
C 2.818235 -2.479024 1.182457 -0.50 0.45 0.34
O 2.984623 -1.314924 1.540816 0.29 -0.85 0.05
N 1.586986 -3.053717 1.291688 0.67 0.56 0.02
C 1.193012 -4.394867 0.929270 -0.23 0.28 0.18
H 4.856648 -2.717577 0.592961 -0.31 -0.02 0.07
H 4.108386 -4.185982 1.250501 -0.05 -0.03 -0.23
H 3.696599 -3.618146 -0.402864 0.05 -0.16 0.15
H 0.885622 -2.433262 1.679457 0.21 -0.16 -0.13
H 0.396899 -4.323946 0.184306 0.09 -0.34 -0.03
H 0.805251 -4.887104 1.824258 0.04 -0.28 -0.25
H 2.020585 -4.976576 0.523390 -0.25 0.24 0.14
C 0.559543 -7.789559 -2.109333 0.14 0.12 -0.20
C 0.400579 -7.764293 -0.614358 0.20 0.26 0.79
O 1.031658 -6.985387 0.097176 -0.29 -0.58 -0.47
N -0.476620 -8.641440 -0.049279 0.46 0.51 -0.20
C -1.303200 -9.625566 -0.707690 -0.12 -0.07 0.45
H 1.291470 -7.035452 -2.412871 -0.17 -0.16 0.22
H 0.920768 -8.770598 -2.430833 -0.18 0.09 -0.10
H -0.394705 -7.558382 -2.591095 0.11 -0.18 -0.06
H -0.529138 -8.564995 0.959997 0.01 -0.04 -0.26
H -2.346369 -9.406172 -0.467977 -0.06 -0.23 -0.23
H -1.041613 -10.608524 -0.308909 -0.19 -0.10 -0.25
H -1.170268 -9.624359 -1.789508 0.04 0.07 0.21



Entry 2:
81
Properties=species:S:1:pos:R:3:forces:R:3 method="wB97M-V/def2-TZVPD" energy_ha=-5008.48983 total_charge=+1
C -6.524606 -0.879156 -0.926696 -0.05 -0.17 -0.45
O -5.887933 -0.032066 -1.986998 1.58 -1.82 1.86
C -4.486171 -0.554837 -2.061685 0.07 -0.02 -0.87
C -3.717280 0.090381 -3.383829 -0.18 1.15 0.89
C -2.099591 -0.170997 -3.258084 -0.50 -1.05 -0.11
C -1.518018 -1.077084 -4.537930 0.71 0.62 1.12
C -0.333625 -2.037451 -3.866081 -0.24 0.37 -0.56
C -0.962022 -3.478638 -3.296270 1.73 1.43 0.36
C 0.208240 -4.054097 -2.249976 -1.14 0.26 -0.18
C -0.378876 -5.089044 -1.122253 0.92 -0.63 -0.16
C 0.498941 -5.012480 0.299211 -0.75 -1.39 -0.23
C -0.040664 -3.849233 1.320551 0.61 -0.12 0.27
C 0.966945 -2.570939 1.515845 3.08 3.51 3.45
N 1.473621 -1.508800 0.565237 2.10 0.74 5.12
C 2.404134 -0.540224 1.261314 -1.37 -2.18 2.36
B 3.261772 0.760242 0.706709 2.26 1.84 -1.50
O 2.680631 2.103182 0.491398 0.69 -3.65 -1.09
O 4.724300 0.517746 0.466889 -4.76 0.45 -0.37
C 5.139541 1.050881 -0.839916 2.22 0.47 -0.78
N 2.564613 -0.838556 2.740742 -4.41 -3.86 -6.10
C 1.685406 -2.071128 2.912380 -0.80 -0.23 -2.75
Br 1.464157 -2.968994 4.694407 0.41 1.36 -2.54
H -5.713433 -1.035214 -0.082809 -1.90 0.14 -1.48
H -7.500834 -0.370521 -0.478248 2.24 -0.99 -1.20
H -6.789907 -1.900323 -1.480490 0.44 2.00 1.60
H -3.868560 -0.320911 -1.076204 -1.34 -0.12 -1.91
H -4.569344 -1.736398 -2.105799 0.37 2.22 -0.21
H -3.893116 1.269909 -3.352132 0.20 -2.60 0.01
H -4.180128 -0.292984 -4.394086 1.01 0.56 2.11
H -1.456849 0.812180 -3.139828 -1.50 -1.92 -0.37
H -1.944501 -0.786901 -2.247720 -0.21 1.16 -2.12
H -1.063638 -0.289393 -5.301858 -0.97 -1.96 1.43
H -2.367448 -1.717871 -5.050681 1.80 1.35 1.11
H 0.122113 -1.376817 -2.983204 -0.95 -1.55 -1.65
H 0.573445 -2.224586 -4.606008 -2.00 0.19 1.42
H -1.129080 -4.185675 -4.215196 0.10 1.30 1.99
H -1.937429 -3.211603 -2.698971 1.77 -0.78 -1.28
H 0.606186 -3.110364 -1.682856 -0.62 -1.65 -0.99
H 1.090302 -4.482291 -2.888939 -1.64 0.64 1.43
H -0.295580 -6.214209 -1.508415 -0.16 2.50 0.77
H -1.526506 -4.905204 -0.928001 2.34 -0.17 -0.24
H 0.275581 -6.055038 0.836134 0.55 2.36 -1.02
H 1.662264 -5.003871 0.111812 -2.40 0.26 0.29
H -0.135982 -4.363772 2.393352 0.23 1.59 -2.29
H -1.101412 -3.521057 0.946466 2.12 -0.28 0.89
H 1.231145 -1.427039 -0.446312 0.37 -0.09 1.23
H 2.253818 2.194214 -0.410638 0.52 0.01 1.58
H 5.863065 0.237814 -1.329968 -1.74 1.74 1.14
H 5.813283 2.007574 -0.619832 -1.74 -1.92 -0.79
H 4.268798 1.255189 -1.594404 1.60 -0.23 1.61
H 3.126100 -0.301698 3.437989 -0.65 -0.68 -0.57
O -4.191062 3.626984 -1.713707 -0.26 0.60 -0.67
S -5.218214 4.293565 -2.484061 -0.64 0.36 -0.17
O -5.018633 4.662430 -3.872372 0.26 -0.42 1.31
O -5.733288 5.602221 -1.660565 -0.20 -1.29 -0.45
C -4.778155 6.585177 -1.281940 0.82 0.87 0.08
C -4.324499 7.410096 -2.472859 0.14 -0.04 -0.33
C -6.713335 3.343981 -2.380750 -0.10 0.14 0.08
H -3.926225 6.119790 -0.774932 -0.13 -0.11 -0.09
H -5.263327 7.246637 -0.556325 -0.19 -0.39 -0.10
H -3.779375 6.795644 -3.194198 -0.05 0.08 0.10
H -3.661337 8.220791 -2.157254 -0.14 -0.07 0.07
H -5.186015 7.835735 -2.997156 0.12 -0.01 0.15
H -6.900610 3.082989 -1.337931 0.09 0.05 -0.15
H -6.574557 2.438231 -2.976212 0.16 0.14 0.13
H -7.535473 3.933398 -2.791166 0.18 0.00 0.06
O 4.579082 -0.054498 5.754197 0.44 -0.37 -0.06
S 5.906141 -0.592971 5.549797 1.35 -0.07 0.35
O 6.426184 -1.679817 6.357029 -0.97 1.17 -0.69
O 6.982162 0.631007 5.558898 -0.94 -1.24 -0.95
C 7.036403 1.478604 6.699283 0.15 0.66 1.30
C 7.691017 0.784169 7.879887 -0.03 -0.31 0.17
C 6.078769 -1.048642 3.843827 0.06 0.15 -0.05
H 6.035927 1.841239 6.958068 0.03 -0.14 -0.14
H 7.635712 2.353362 6.425311 -0.16 -0.28 -0.34
H 7.089252 -0.061047 8.224168 0.06 0.13 -0.01
H 7.810736 1.472714 8.721427 0.00 0.01 -0.19
H 8.672140 0.388618 7.598455 -0.11 0.15 0.04
H 5.722923 -0.229773 3.216541 0.16 -0.02 0.05
H 5.473312 -1.942558 3.674853 0.08 0.07 0.19
H 7.128479 -1.269920 3.641565 -0.17 0.06 0.06



Entry 3:
84
Properties=species:S:1:pos:R:3:forces:R:3 method="wB97M-V/def2-TZVPD" smiles="CCB([C@H](Br)CC)P(=O)(O)O.CCOC(=O)OC.CCOC(=O)OC.CCOC(=O)OC.CCOC(=O)OC" energy_ha=-4896.13141
C 0.851958 4.269710 -1.215719 0.15 0.09 0.23
C 1.833074 3.419129 -0.357647 -0.10 -0.02 -0.39
B 2.213606 2.150685 -1.180758 0.34 0.03 0.00
C 3.585143 2.061791 -1.944071 0.03 -0.34 0.50
Br 3.093689 2.600402 -3.764669 -0.14 0.02 -0.01
C 4.333535 0.716952 -1.826100 0.28 -0.07 -0.27
C 4.487546 -0.133132 -3.082819 -0.01 0.04 0.04
P 0.907398 0.739922 -1.248455 -0.33 0.43 -0.42
O -0.370242 1.292163 -1.735952 -0.19 -0.09 -0.01
O 0.808897 0.012657 0.176262 0.40 -0.07 0.18
O 1.431748 -0.463061 -2.161768 -0.08 -0.10 0.17
H 1.246219 4.427212 -2.216427 -0.02 -0.02 -0.09
H 0.737790 5.248973 -0.754994 -0.11 0.04 0.04
H -0.114390 3.783715 -1.291191 -0.08 -0.03 -0.07
H 1.346059 3.186708 0.590716 -0.02 0.05 0.12
H 2.725450 4.016513 -0.169367 0.05 0.01 0.19
H 4.232633 2.857712 -1.587984 0.05 0.14 -0.20
H 3.855105 0.093455 -1.068400 -0.09 0.08 0.12
H 5.332211 0.943096 -1.452227 0.03 -0.04 0.12
H 5.097592 0.368626 -3.830309 0.01 0.05 -0.07
H 3.522590 -0.370521 -3.519921 -0.03 -0.02 -0.05
H 4.982194 -1.067296 -2.820931 0.02 -0.05 0.01
H 0.919712 0.616775 0.917888 -0.21 0.03 0.19
H 0.657919 -0.795437 -2.633951 0.02 -0.19 -0.26
C -3.555344 -0.369501 -2.693262 -0.18 -0.03 -0.04
C -2.984547 0.706165 -3.587756 0.24 -0.03 0.23
O -3.835845 0.975014 -4.721186 -0.02 0.00 -0.06
C -4.903248 1.722133 -4.474087 0.00 -0.12 -0.01
O -5.215839 2.205153 -3.416452 -0.02 0.05 0.04
O -5.594517 1.846191 -5.612032 -0.01 0.03 -0.04
C -6.799753 2.602122 -5.488530 -0.06 0.04 -0.06
H -3.766126 -1.279154 -3.258389 0.07 -0.01 -0.01
H -2.844246 -0.605246 -1.902205 0.02 0.02 0.00
H -4.482145 -0.039247 -2.226285 0.03 0.03 0.04
H -2.039915 0.388888 -4.022878 -0.03 0.03 -0.10
H -2.800053 1.625258 -3.036124 -0.07 0.03 -0.02
H -6.602609 3.578845 -5.052644 0.01 -0.01 0.05
H -7.522890 2.067152 -4.874607 0.01 0.03 0.05
H -7.185489 2.715967 -6.497137 0.03 -0.04 -0.02
C 9.893416 0.139242 1.970843 -0.12 -0.05 0.09
C 9.129952 0.941268 0.940530 0.26 0.03 -0.08
O 7.712005 0.717142 1.031178 -0.04 -0.03 -0.01
C 7.093412 1.373306 2.009483 -0.03 0.02 -0.10
O 7.595515 2.149625 2.778510 0.02 0.00 0.06
O 5.802484 1.035542 1.979097 -0.07 -0.02 0.00
C 5.010707 1.634546 3.009489 -0.10 0.02 0.02
H 9.645955 -0.919471 1.887837 0.04 -0.01 -0.04
H 10.965294 0.259513 1.815100 0.01 0.00 -0.02
H 9.653856 0.470257 2.980115 0.01 0.05 -0.01
H 9.392259 0.624777 -0.066745 -0.08 -0.02 -0.02
H 9.333430 2.007685 1.029887 -0.05 0.01 0.07
H 5.130170 2.715467 3.012017 0.05 0.01 0.01
H 5.286600 1.231658 3.982181 0.04 0.04 0.01
H 3.980413 1.374108 2.784641 0.01 -0.04 -0.03
C -4.900464 -4.843098 1.909574 -0.12 0.10 0.00
C -4.990943 -5.312009 0.474014 0.21 -0.14 0.11
O -6.192857 -4.852384 -0.166687 -0.06 0.01 0.01
C -6.169579 -3.583561 -0.568575 -0.04 -0.04 -0.06
O -5.240197 -2.825312 -0.475862 0.08 0.07 0.01
O -7.353597 -3.294867 -1.107999 -0.02 0.00 -0.01
C -7.474307 -1.946145 -1.571341 -0.07 0.07 -0.05
H -5.791633 -5.141577 2.462920 0.02 -0.05 0.01
H -4.027353 -5.283426 2.390830 0.01 -0.01 -0.01
H -4.808994 -3.759512 1.962316 0.05 0.00 -0.03
H -5.053712 -6.397208 0.425202 -0.07 0.00 -0.04
H -4.126715 -4.991218 -0.106608 -0.03 0.08 0.00
H -6.669868 -1.699362 -2.260595 0.04 0.00 0.03
H -7.461327 -1.254223 -0.731080 0.06 0.01 0.00
H -8.431240 -1.891224 -2.081003 -0.02 -0.05 0.02
C -2.219249 -0.905221 6.497203 0.14 -0.08 -0.02
C -2.236714 -0.055229 5.246031 -0.25 0.06 0.12
O -0.953255 -0.030257 4.597445 0.04 0.02 -0.04
C -0.664067 -1.107595 3.871000 0.05 0.01 0.09
O -1.372375 -2.062703 3.696928 -0.03 -0.05 -0.03
O 0.563614 -0.948488 3.369202 0.02 0.07 -0.09
C 1.013644 -2.037491 2.555205 0.16 -0.11 -0.12
H -1.432188 -0.570286 7.173637 -0.04 0.04 0.02
H -3.176801 -0.828069 7.011873 -0.01 0.02 0.00
H -2.042545 -1.952153 6.255795 -0.04 0.00 -0.03
H -2.439899 0.985456 5.489418 0.07 0.03 -0.03
H -2.991583 -0.396366 4.538743 0.05 -0.06 -0.02
H 0.306220 -2.237992 1.755496 -0.04 -0.03 0.03
H 1.168157 -2.931708 3.156562 -0.10 0.01 0.04
H 1.959491 -1.717922 2.128561 0.00 0.04 0.02